# C6H10O

A molecular structure, C6H10O (wB97M-V/def2-TZVPD, the Open Molecules 2025 dataset).

Positions of all 17 atoms, in Å:
1 C -1.452 -0.492 -1.106
2 C -0.335 -0.157 -0.131
3 C 1.141 -0.354 -0.604
4 C 1.398 0.607 0.553
5 C 0.082 1.310 0.168
6 O 1.031 -0.177 1.699
7 C -0.264 -0.689 1.313
8 H -1.412 -1.534 -1.458
9 H -1.319 0.138 -1.997
10 H -2.458 -0.303 -0.714
11 H 1.614 -1.341 -0.561
12 H 1.289 0.111 -1.582
13 H 2.346 1.116 0.738
14 H 0.113 1.932 -0.736
15 H -0.432 1.812 0.996
16 H -0.315 -1.778 1.482
17 H -1.027 -0.203 1.940

Values from the calculation:
**HOMO-LUMO gap**: 10.29 eV
**LUMO energy**: 0.9180 eV
**HOMO energy**: -9.37 eV

# C6H10O

2 unconnected molecules or ions with the total composition C6H10O (wB97M-V/def2-TZVPD, the Open Molecules 2025 dataset).

Positions of all 17 atoms, in Å:
1 C 1.430 -0.814 1.323
2 C 0.431 -0.445 0.263
3 C 0.690 0.169 -1.134
4 C -0.778 0.653 -1.105
5 O -1.561 1.113 -1.895
6 C -0.887 0.281 0.315
7 C -0.808 -1.233 0.005
8 H 2.116 -0.002 1.587
9 H 0.915 -1.145 2.234
10 H 2.026 -1.660 0.959
11 H 1.035 -0.498 -1.931
12 H 1.300 1.080 -1.099
13 H -1.463 0.656 1.158
14 H -1.374 -1.766 0.748
15 H -0.885 -1.665 -0.994
16 H -1.303 2.604 -0.523
17 H -0.883 2.672 0.090

Values from the calculation:
**HOMO-LUMO gap**: 10.24 eV
**LUMO energy**: 0.8399 eV
**HOMO energy**: -9.40 eV
**SMILES string**: C[C@]12CC(=O)[C@H]1C2.[H][H]

# C6H10O

A molecular structure, C6H10O in a non-equilibrium geometry (wB97M-V/def2-TZVPD, the Open Molecules 2025 dataset).

Positions of all 17 atoms, in Å:
1 C -0.209 -0.826 0.701
2 C 0.395 0.132 0.173
3 C -0.722 -0.010 1.818
4 C -0.385 -2.305 0.460
5 C 0.666 1.344 -1.984
6 C 1.100 1.179 -0.534
7 O -1.864 0.714 1.704
8 H -0.017 0.307 2.560
9 H 0.183 -2.874 1.228
10 H -0.080 -2.509 -0.582
11 H -1.478 -2.471 0.617
12 H -0.334 1.752 -2.052
13 H 0.774 0.415 -2.542
14 H 1.294 2.208 -2.255
15 H 0.967 2.140 0.078
16 H 2.173 0.714 -0.624
17 H -2.462 0.090 1.234

Values from the calculation:
**HOMO-LUMO gap**: 7.91 eV
**LUMO energy**: 0.8910 eV
**HOMO energy**: -7.02 eV

# C6H10O

2 unconnected molecules or ions with the total composition C6H10O (wB97M-V/def2-TZVPD, the Open Molecules 2025 dataset).

Positions of all 17 atoms, in Å:
1 C 1.978 1.612 0.352
2 C 0.890 0.878 0.162
3 C 0.357 -0.403 0.801
4 C -0.850 -0.290 -0.137
5 O -1.437 -1.364 -0.783
6 C -1.540 1.023 0.023
7 C -0.262 0.945 -0.790
8 H 2.698 1.365 1.128
9 H 2.189 2.481 -0.265
10 H 0.165 -0.399 1.880
11 H 0.980 -1.264 0.540
12 H -2.195 -1.648 -0.254
13 H -2.436 1.135 -0.582
14 H -1.551 1.557 0.973
15 H -0.234 1.221 -1.839
16 H 0.892 -3.647 -0.468
17 H 0.357 -3.203 -0.743

Values from the calculation:
**HOMO-LUMO gap**: 9.95 eV
**LUMO energy**: 0.9078 eV
**HOMO energy**: -9.04 eV
**SMILES string**: C=C1C[C@@]2(O)C[C@@H]12.[H][H]

# C6H10O

A molecular structure, C6H10O in a non-equilibrium geometry (wB97M-V/def2-TZVPD, the Open Molecules 2025 dataset).

Positions of all 17 atoms, in Å:
1 C 1.658 -0.550 -0.396
2 C 0.588 0.272 0.279
3 C -0.127 1.403 -0.076
4 C -1.406 0.690 -0.014
5 O -1.612 -0.426 -0.959
6 C -1.259 -1.412 0.029
7 C -0.650 -0.338 0.883
8 H 2.167 -1.258 0.264
9 H 2.402 0.049 -0.925
10 H 1.124 -1.135 -1.160
11 H 1.860 1.542 0.522
12 H 0.028 2.465 0.061
13 H 1.888 2.016 -0.098
14 H -2.346 1.208 0.166
15 H -0.575 -2.182 -0.343
16 H -2.143 -1.868 0.483
17 H -0.767 -0.241 1.964

Values from the calculation:
**HOMO-LUMO gap**: 9.24 eV
**LUMO energy**: 0.6776 eV
**HOMO energy**: -8.56 eV

# C6H10O

C6H10O in the gas phase in a non-equilibrium geometry (wB97M-V/def2-TZVPD, the Open Molecules 2025 dataset).

Positions of all 17 atoms, in Å:
1 C -2.445 -0.067 0.001
2 C -0.907 -0.036 0.136
3 C 0.181 -1.134 0.232
4 C 1.201 0.014 0.257
5 C 2.514 0.096 -0.383
6 O 2.379 -0.011 1.032
7 C 0.120 1.096 0.396
8 H -2.864 -1.029 0.271
9 H -2.906 0.804 0.451
10 H -2.698 0.038 -1.184
11 H -1.172 0.030 -0.921
12 H 0.280 -1.809 1.092
13 H 0.197 -1.731 -0.684
14 H 2.938 -0.780 -0.877
15 H 2.889 1.055 -0.745
16 H 0.104 1.823 -0.422
17 H 0.189 1.642 1.347

Values from the calculation:
**HOMO-LUMO gap**: 10.10 eV
**LUMO energy**: 0.8449 eV
**HOMO energy**: -9.26 eV
**SMILES string**: C[C@H]1C[C@]2(CO2)C1

# C6H10O

2 unconnected molecules or ions with the total composition C6H10O (wB97M-V/def2-TZVPD, the Open Molecules 2025 dataset).

Positions of all 17 atoms, in Å:
1 C 0.019 1.168 -1.320
2 C 0.584 -0.010 -1.593
3 C 0.004 -1.354 -1.408
4 C -1.286 -1.678 -1.321
5 H 0.566 2.094 -1.481
6 H -0.992 1.261 -0.927
7 H 1.612 -0.005 -1.955
8 H 0.738 -2.154 -1.329
9 H -2.090 -0.951 -1.410
10 H -1.580 -2.712 -1.157
11 C 0.531 1.179 2.264
12 C 0.117 -0.112 1.609
13 O 0.813 -1.098 1.566
14 H 0.290 2.032 1.621
15 H 1.601 1.155 2.481
16 H -0.027 1.303 3.200
17 H -0.900 -0.119 1.160

Values from the calculation:
**HOMO-LUMO gap**: 9.86 eV
**LUMO energy**: 0.7852 eV
**HOMO energy**: -9.08 eV
**SMILES string**: C=CC=C.CC=O

# C6H10O

C6H10O in the gas phase in a non-equilibrium geometry (wB97M-V/def2-TZVPD, the Open Molecules 2025 dataset).

Positions of all 17 atoms, in Å:
1 C -0.522 0.576 1.708
2 C 0.688 -0.086 1.106
3 C 0.181 -1.221 0.174
4 C -0.048 -0.088 -0.846
5 C -0.442 -0.141 -2.230
6 O -1.226 0.668 -0.387
7 C 1.113 0.668 -0.182
8 H -1.718 0.132 0.302
9 H -1.099 -0.016 2.422
10 H -0.468 1.637 1.943
11 H 1.475 -0.330 1.834
12 H 0.987 -1.876 -0.167
13 H -0.675 -1.821 0.506
14 H -0.207 0.683 -2.895
15 H -1.176 -0.873 -2.547
16 H 1.054 1.760 -0.184
17 H 2.083 0.328 -0.556

Values from the calculation:
**HOMO-LUMO gap (spin up / spin down)**: 7.77 / 8.64 eV
**LUMO energy (spin up / spin down)**: 0.4566 / 0.6699 eV
**HOMO energy (spin up / spin down)**: -7.31 / -7.97 eV